Entry 1:
Here is C5H10N2 in the gas phase at a distorted geometry from OMol25. Energies are from wB97M-V/def2-TZVPD.

The relative energy (zero: lowest compared OMol25 entry of this formula, charge and spin) is 333.8 kJ/mol. The structure (SMILES) is C=N/C=C/CCN. The gap between HOMO and LUMO comes out at 9.33 eV. The HOMO energy comes out at -8.875 eV. For the energy, the calculation gives -305.8967 hartree.

The geometry in XYZ format:
```
17
Properties=species:S:1:pos:R:3:lowdin_charge:R:1
C -1.399 1.690 -0.247 -0.273
C 0.098 1.371 -0.502 -0.201
C 0.279 -0.101 -0.039 -0.117
C 1.412 -0.417 0.532 -0.197
N 1.701 -1.660 1.223 -0.017
C 1.051 -2.793 0.961 -0.064
N -2.205 1.351 -1.520 -0.052
H -1.567 2.813 -0.085 0.112
H -1.978 1.203 0.555 0.103
H 0.362 1.751 -1.521 0.128
H 0.487 2.050 0.155 0.056
H -0.401 -0.922 -0.572 0.149
H 1.964 0.483 0.750 0.097
H 0.448 -3.234 0.078 0.087
H 1.190 -3.603 1.765 0.072
H -3.157 0.954 -1.220 0.079
H -2.466 2.175 -2.054 0.038
```


Entry 2:
Here is a molecular structure, C27H41NOsP2 at a distorted geometry from OMol25. Energies are from wB97M-V/def2-TZVPD.

The relative energy (zero: lowest compared OMol25 entry of this formula, charge and spin) is 0.0 kJ/mol. The expectation value of S² is 6.079. The gap between HOMO and LUMO (alpha / beta) comes out at 5.99 / 5.94 eV. The HOMO energy (alpha / beta) comes out at -13.274 / -14.052 eV. Its multiplicity is 5. Its charge is +2. For the energy, the calculation gives -1880.5236 hartree.

The geometry in XYZ format:
```
72
Properties=species:S:1:pos:R:3:lowdin_spin:R:1
P -2.463 -0.037 0.418 0.020
P -0.540 -2.537 1.468 0.125
C -3.144 -1.783 0.387 0.021
C -2.362 -2.790 1.241 -0.002
H -3.179 -2.120 -0.679 0.014
H -4.189 -1.758 0.796 0.002
H -2.796 -2.875 2.251 0.001
H -2.460 -3.776 0.763 0.001
C -0.101 -3.110 -0.236 0.092
H 0.959 -2.923 -0.381 0.002
H -0.657 -2.578 -1.010 0.003
H -0.256 -4.189 -0.356 0.014
C -0.295 -3.939 2.642 -0.004
H -0.458 -4.920 2.151 0.000
H -1.024 -3.857 3.478 0.000
H 0.730 -3.825 3.050 0.000
C -3.955 0.697 -0.730 0.023
H -3.965 1.787 -0.643 0.001
H -4.933 0.377 -0.333 0.002
H -4.021 0.508 -1.814 0.005
C -3.617 0.621 1.739 0.005
H -3.240 0.359 2.729 0.001
H -4.622 0.211 1.593 0.000
H -3.663 1.702 1.570 0.000
Os 0.296 -0.773 1.955 1.347
C -2.125 -0.334 -2.443 0.656
C -2.550 -0.226 -3.681 0.089
C -1.826 0.869 -4.535 0.056
C -1.896 2.286 -3.863 -0.004
C -1.193 2.409 -2.499 -0.005
C -1.793 2.685 -1.316 0.026
C -1.257 2.423 0.117 0.009
C -1.053 0.971 0.710 0.022
C 1.064 0.783 3.128 0.243
H -1.024 -0.098 -2.113 0.062
H -3.262 -0.825 -4.247 0.014
H -2.254 0.895 -5.561 0.007
H -0.747 0.603 -4.612 -0.002
H -1.422 2.986 -4.571 0.000
H -2.969 2.550 -3.794 0.000
H -0.081 2.434 -2.558 0.000
H -2.714 3.300 -1.310 0.001
H -1.972 2.908 0.805 0.001
H -0.307 2.953 0.269 0.001
H -0.120 0.480 0.341 0.008
H -0.975 1.013 1.833 0.006
H 2.088 0.572 3.500 0.017
H 0.385 0.826 4.004 0.014
H 1.063 1.754 2.597 0.023
C 4.443 -3.133 1.497 0.125
C 3.125 -2.925 1.956 -0.006
C 2.409 -1.772 1.615 0.051
C 3.049 -0.859 0.749 0.035
C 4.330 -1.125 0.169 0.106
C 5.036 -2.239 0.600 0.005
N 2.311 0.241 0.461 0.468
C 2.834 1.414 -0.001 0.034
C 4.146 1.872 0.292 0.097
C 4.608 3.069 -0.260 -0.012
C 3.758 3.854 -1.061 0.109
C 2.453 3.422 -1.327 -0.005
C 2.007 2.223 -0.816 0.080
H 5.041 -3.986 1.843 0.005
H 2.706 -3.682 2.620 -0.003
H 0.523 -1.458 3.447 -0.014
H 4.705 -0.471 -0.623 0.003
H 6.049 -2.407 0.214 -0.002
H 4.778 1.277 0.956 0.003
H 5.634 3.393 -0.073 -0.002
H 4.131 4.779 -1.511 0.005
H 1.795 4.010 -1.966 -0.002
H 1.025 1.816 -1.031 0.003
```